Here is a structure of composition C24H34CoN3O8P2 from OMol25. Energies are from ωB97M-V/def2-TZVPD.

The geometry in XYZ format:
```
72
Properties=species:S:1:pos:R:3
Co 0.53 0.15 -0.49
P -1.74 0.86 -0.23
P 1.40 -1.07 1.48
O -0.62 -2.70 -2.92
O -0.06 -1.54 -1.12
O -2.01 2.40 -0.56
O 0.14 1.11 -4.58
O -2.82 0.16 -1.17
O 0.13 0.91 -2.35
O 2.61 -0.35 -1.39
O -2.54 0.80 1.17
N 3.53 5.24 1.87
N 1.64 3.65 1.82
N 1.16 1.76 0.35
C -2.17 1.71 2.22
C 0.28 -0.79 4.09
C 4.22 -0.44 -3.05
C -4.54 -1.45 -1.48
C -1.03 -1.95 2.44
C 2.63 -1.72 -1.84
C 1.95 -2.82 1.40
C -1.87 -1.69 4.68
C -2.03 -2.16 3.38
C 1.76 -0.31 -3.56
C 1.44 2.68 1.01
C -0.72 -1.00 5.03
C 2.81 -0.31 2.35
C -2.09 3.18 -2.86
C 1.55 -1.72 -2.92
C -3.10 -1.25 -1.08
C 0.56 0.64 -3.52
C -1.33 3.20 -1.56
C -3.42 2.27 2.84
C 2.67 4.47 1.80
C 2.90 0.24 -2.68
C 0.14 -1.27 2.79
C 4.03 -1.85 -2.44
C 0.17 -1.99 -2.31
H -1.58 1.17 2.95
H -4.04 1.47 3.23
H 3.07 -0.85 3.26
H 2.93 1.32 -2.58
H -3.17 2.95 3.65
H 5.07 0.08 -2.61
H -0.61 -0.61 6.04
H 4.36 -0.46 -4.13
H -1.55 2.52 1.81
H 1.24 -3.40 0.81
H -2.42 -1.79 -1.73
H 2.93 -2.88 0.93
H -4.80 -2.51 -1.42
H -2.93 -2.68 3.10
H 2.60 0.73 2.58
H 2.01 -3.23 2.41
H -3.13 3.49 -2.71
H -1.62 3.87 -3.57
H 1.17 -0.24 4.38
H -1.29 4.20 -1.12
H 3.66 -0.33 1.66
H 4.76 -2.03 -1.65
H -0.32 2.83 -1.69
H 2.41 -2.38 -1.01
H -4.00 2.82 2.09
H 2.07 -0.39 -4.60
H -2.94 -1.59 -0.05
H 4.09 -2.65 -3.16
H -2.06 2.18 -3.30
H -4.70 -1.12 -2.51
H -5.21 -0.89 -0.83
H -1.16 -2.29 1.42
H -2.66 -1.84 5.41
H 1.72 -2.50 -3.66
```

Computed properties:
spin multiplicity = 2
<S²> = 0.7587
total charge = -1
E = -102500.403 eV
HOMO-LUMO gap (spin up / spin down) = 0.27548 / 0.30221 Ha
energy relative to the best compared isomer or geometry (same formula, charge and spin) = 0.85 kcal/mol